Computed, not measured: a structure of composition C42H49N9Re, with ωB97M-V with the def2-TZVPD basis set.

CARTESIAN COORDINATES (ANGSTROEM)
C (-3.50, -2.35, -0.46)
H (3.40, 2.02, -2.26)
C (-3.35, -1.91, -1.75)
H (-3.88, -4.26, -3.12)
C (0.67, -1.89, 3.91)
H (5.87, 1.58, 2.37)
C (2.86, 1.29, -0.36)
N (0.49, 0.31, -1.94)
C (-1.27, 2.64, 1.45)
H (1.92, -4.17, 4.79)
C (2.73, 0.37, 1.63)
H (-0.20, 3.48, 4.17)
N (-0.39, 2.99, 3.30)
C (0.26, 0.53, -4.23)
H (0.90, 1.29, 3.32)
H (2.04, 3.80, -3.63)
H (-0.37, -1.76, -5.59)
H (3.64, 4.20, -0.72)
H (-3.25, 4.47, 1.02)
H (2.27, 1.61, -5.77)
H (-6.42, -2.63, 1.28)
H (-1.60, -4.86, 2.98)
C (-5.57, -2.10, 0.86)
C (-3.81, -3.37, -3.72)
H (-4.27, 3.20, -2.74)
C (0.16, 1.88, 2.82)
H (-5.27, -2.30, -2.55)
C (2.34, 1.95, -4.74)
N (-1.55, -1.12, -0.54)
H (-4.27, -1.26, -3.56)
H (-1.99, -5.33, 4.63)
N (2.04, 0.56, 0.46)
H (5.30, 4.75, -0.54)
H (5.31, 2.39, -1.20)
H (-2.75, -2.89, 2.08)
H (-5.04, -1.59, 1.66)
H (3.46, 2.01, 4.21)
H (0.94, 3.58, -5.00)
H (0.79, -2.31, 5.98)
C (4.54, 4.09, -0.13)
C (-4.26, -2.14, -2.91)
H (1.07, -1.06, -6.33)
C (-2.35, -1.89, 0.27)
H (-2.03, -0.87, -3.89)
C (-0.90, -1.91, 2.28)
H (2.98, -0.53, 3.52)
C (-2.05, -2.24, 1.58)
H (-2.47, 1.45, -2.65)
H (3.05, -3.35, 5.88)
H (-5.95, -1.35, 0.16)
C (2.64, 1.49, -1.71)
H (-1.41, 0.55, -5.54)
H (0.08, 1.21, -6.22)
C (-4.65, -3.09, 0.13)
H (4.33, 4.40, 0.89)
C (1.10, -1.13, 2.76)
H (-2.50, -2.93, 4.33)
C (2.30, -0.44, 2.68)
H (5.15, 2.42, 4.55)
H (-4.30, -3.84, 0.84)
H (-0.31, -5.06, 4.17)
H (5.03, 0.32, 3.26)
C (-1.33, -4.72, 4.02)
C (1.57, 1.00, -2.45)
H (-4.46, -3.49, -4.59)
H (2.01, -1.17, 5.40)
N (0.12, -1.13, 1.80)
C (4.90, 1.27, 2.75)
C (-0.30, -0.01, -3.02)
C (1.43, 1.16, -3.87)
C (1.46, -2.09, 5.15)
C (2.46, -3.24, 4.98)
H (-2.79, -3.25, -4.07)
H (4.27, 3.28, 3.28)
H (3.13, -3.05, 4.14)
C (4.03, 1.71, 0.36)
C (-2.64, 2.10, -1.81)
C (-3.09, 3.78, 0.21)
H (2.63, 4.02, -5.28)
C (4.41, 2.31, 3.76)
N (-1.28, 3.47, 2.46)
H (5.97, 2.59, 0.43)
C (5.06, 2.65, -0.17)
N (-0.38, 1.62, 1.63)
H (-5.21, -3.60, -0.65)
C (-1.51, -0.70, -2.96)
H (3.38, 1.82, -4.42)
C (3.96, 1.12, 1.60)
H (-0.47, -1.02, -7.19)
C (-2.10, 2.79, 0.27)
N (-1.88, 1.95, -0.74)
C (-2.10, -1.20, -1.80)
C (1.97, 3.43, -4.66)
Re (0.08, 0.01, 0.04)
C (-1.46, -3.24, 4.44)
C (-3.64, 3.08, -1.87)
C (-0.01, -0.95, -6.21)
C (-0.58, -2.37, 3.61)
N (-3.84, 3.90, -0.86)
C (-0.33, 0.42, -5.59)
H (-1.19, -3.15, 5.49)

Values from the calculation:
Energy in hartree: -2200.5128
Spin multiplicity: 2
Net charge: +2